Entry from the OMol25 dataset: the molecule C6H9N in a non-equilibrium geometry (wB97M-V/def2-TZVPD).

Element x y z (Å)
C: -1.297 1.435 -0.109
C: -0.077 0.586 -0.016
C: 0.070 -0.763 0.152
C: -1.068 -1.727 0.386
C: 1.499 -1.059 0.125
C: 2.103 0.181 -0.006
N: 1.183 1.157 -0.122
H: -2.161 0.820 -0.375
H: -1.184 2.204 -0.884
H: -1.514 1.936 0.840
H: -0.715 -2.758 0.310
H: -1.881 -1.588 -0.339
H: -1.514 -1.616 1.386
H: 2.015 -1.248 -0.854
H: 3.171 0.345 -0.066
H: 1.372 2.096 -0.429

Summary:
Energy above the lowest of the compared OMol25 structures with the same formula, charge and spin   212.2 kJ/mol
SMILES string   Cc1cc[nH]c1C
Calculated total energy   -288.7012 Eh



Entry from the OMol25 dataset: the ion C8H20NO2 with charge +1 in a non-equilibrium geometry (wB97M-V/def2-TZVPD).

Element x y z (Å)
C: 0.962 2.627 -0.121
C: 2.963 -1.659 0.144
C: -1.386 -1.182 -1.405
C: -2.756 0.221 0.101
C: -0.050 1.586 -0.536
C: 2.226 -0.363 -0.035
C: -1.504 -0.529 -0.017
C: -0.111 0.341 0.377
N: -1.494 -1.647 0.951
O: -0.193 0.805 1.749
O: 0.884 -0.633 0.380
H: 0.793 3.542 -0.923
H: 0.760 3.140 0.839
H: 2.126 2.491 -0.024
H: 2.274 -2.507 -0.264
H: 3.886 -1.653 -0.558
H: 3.174 -1.892 1.195
H: -1.144 -0.504 -2.303
H: -0.616 -2.086 -1.543
H: -2.341 -1.714 -1.518
H: -2.743 0.753 0.975
H: -3.712 -0.253 0.183
H: -2.728 0.912 -0.725
H: -0.209 1.406 -1.532
H: -0.956 2.141 -0.112
H: 2.215 -0.068 -1.048
H: 2.620 0.571 0.520
H: -2.157 -2.395 0.623
H: -1.468 -1.347 1.946
H: -0.499 -1.969 0.845
H: 0.594 0.450 2.158

Summary:
Net charge   +1
Multiplicity   3
Calculated total energy   -521.4757 Eh
<S²>   2.006



Entry from the OMol25 dataset: the molecule ClHN2O2 in a non-equilibrium geometry (wB97M-V/def2-TZVPD).

Element x y z (Å)
N: -0.231 0.566 0.039
N: 0.064 -0.760 0.073
O: -0.353 -1.349 1.033
O: 0.654 -1.193 -0.872
Cl: 0.475 1.567 -1.170
H: -0.610 1.169 0.897

Summary:
Energy above the lowest of the compared OMol25 structures with the same formula, charge and spin   125.0 kJ/mol
SMILES string   O=[N+]([O-])NCl
Calculated total energy   -720.6130 Eh



Entry from the OMol25 dataset: a structure of composition C25H25BN8O2Pb in a non-equilibrium geometry (wB97M-V/def2-TZVPD).

Element x y z (Å)
H: -0.662 3.338 -1.035
N: -0.261 2.028 -2.652
B: 0.507 1.015 -4.855
N: 0.347 2.224 -3.884
C: 0.646 3.530 -4.042
Pb: -1.016 -0.295 -1.780
H: 1.104 3.871 -4.959
C: 0.254 4.205 -2.888
H: 0.354 5.251 -2.671
C: -0.297 3.220 -2.047
H: 0.959 1.373 -5.901
C: -2.277 -2.076 -0.591
H: -2.617 -2.180 0.450
H: -1.217 -2.399 -0.576
H: -2.870 -2.691 -1.285
N: -0.915 0.392 -5.003
N: 1.413 -0.071 -4.199
N: -1.605 -0.154 -3.930
N: 1.080 -0.620 -2.973
C: -1.677 0.333 -6.109
C: 2.527 -0.663 -4.669
H: -1.276 0.715 -7.048
H: 2.919 -0.376 -5.634
C: -2.898 -0.254 -5.771
C: 2.953 -1.599 -3.727
C: -2.826 -0.546 -4.403
C: 2.032 -1.529 -2.671
H: -3.726 -0.441 -6.442
H: 3.809 -2.240 -3.801
H: -3.579 -0.997 -3.763
H: 2.023 -2.077 -1.735
H: -2.516 -0.915 -0.802
O: 0.725 2.583 0.615
C: 0.598 1.488 1.126
N: 0.861 1.219 2.480
C: 0.453 -0.088 2.884
C: 0.230 -0.708 1.472
O: 0.119 -1.930 1.275
N: 0.186 0.279 0.546
C: 1.583 -0.694 3.717
C: 2.296 -1.813 3.294
C: 3.373 -2.290 4.053
C: 3.735 -1.651 5.239
C: 3.013 -0.530 5.673
C: 1.936 -0.055 4.916
C: -0.895 -0.070 3.605
C: -1.136 -0.807 4.769
C: -2.399 -0.762 5.374
C: -3.428 -0.009 4.805
C: -3.193 0.708 3.626
C: -1.927 0.677 3.031
H: 1.103 1.991 3.089
H: 1.991 -2.323 2.380
H: 3.917 -3.166 3.696
H: 4.574 -2.021 5.830
H: 3.275 -0.019 6.600
H: 1.362 0.807 5.272
H: -0.339 -1.415 5.200
H: -2.564 -1.328 6.291
H: -4.413 0.018 5.273
H: -3.982 1.296 3.157
H: -1.746 1.237 2.110

Summary:
Energy above the lowest of the compared OMol25 structures with the same formula, charge and spin   151.4 kJ/mol
Net charge   +2
Calculated total energy   -1773.2597 Eh



Entry from the OMol25 dataset: a structure of composition C6H6N2S3 in a non-equilibrium geometry (wB97M-V/def2-TZVPD).

Element x y z (Å)
C: -1.713 -0.506 -0.109
C: -1.481 0.756 -0.368
C: 0.585 -1.139 -0.225
C: -0.809 -1.633 0.075
C: -0.097 1.307 -0.462
C: 0.890 0.285 0.138
N: -4.018 0.578 -0.303
N: -3.628 -0.586 -0.063
S: -4.372 -1.931 0.248
S: 1.692 -2.117 -0.885
S: -2.929 1.760 -0.575
H: -0.856 -2.008 1.104
H: -1.073 -2.468 -0.577
H: 0.157 1.499 -1.507
H: -0.033 2.248 0.084
H: 0.851 0.357 1.229
H: 1.902 0.523 -0.188

Summary:
Energy above the lowest of the compared OMol25 structures with the same formula, charge and spin   34.8 kJ/mol
Calculated total energy   -1536.1756 Eh



Entry from the OMol25 dataset: the molecule C4H5FO2 in a non-equilibrium geometry (wB97M-V/def2-TZVPD).

Element x y z (Å)
C: 1.630 0.131 0.371
C: 0.348 -0.872 0.260
C: -1.712 0.058 -0.204
C: 0.431 0.549 -0.339
H: 2.188 0.372 1.355
H: 0.136 -0.774 1.341
H: -2.187 0.027 0.936
H: -2.432 0.031 -1.192
H: 0.708 0.524 -1.445
O: -0.870 -1.194 -0.416
O: -0.770 1.242 -0.076
F: 2.530 -0.093 -0.592

Summary:
Energy above the lowest of the compared OMol25 structures with the same formula, charge and spin   677.1 kJ/mol
SMILES string   FC1[C@@H]2OCO[C@@H]12
Calculated total energy   -405.5092 Eh